[1]
This record from the OMol25 dataset describes a structure of composition C30H56F3INO19PS. The level of theory is ωB97M-V with the def2-TZVPD basis set.

As for the frontier orbital gap: 8.3 eV. Its maximum force is 2.76 eV/A. For the LUMO energy, the calculation gives -0.5 eV. As for the calculated total energy: -3997.7174 Eh. Its spin multiplicity is 1.

Structure (XYZ):
```
112
Properties=species:S:1:pos:R:3:lowdin_charge:R:1
O -5.8044 -2.8135 -5.8034 0.091
H -8.0824 -4.2561 -2.6305 0.124
O -2.1833 4.5385 2.4427 -0.234
O -2.6294 4.9293 7.9342 0.157
H 0.2045 -1.0023 -0.0700 0.094
H -8.4426 -2.8024 -6.8359 0.096
H 1.0547 2.0360 -2.2270 0.087
O 2.6261 0.6686 -0.5801 0.007
H 9.0778 1.2988 -4.3473 0.083
H -8.7613 -2.8611 -3.4328 0.115
C 10.1105 -0.9131 -1.7209 -0.521
H 9.3627 -2.8820 -1.5604 0.070
C 5.2253 -3.0113 2.0042 -0.231
C -5.2470 1.6717 2.3678 -0.228
H -4.2753 2.0788 2.0842 0.103
H -8.9176 -2.0437 -5.3014 0.070
C -0.6268 2.4094 4.6471 -0.815
H -6.0836 2.9244 -0.6594 0.098
H -4.5732 2.9102 0.2747 0.071
H 7.7198 -3.2791 1.5713 0.076
O 2.3728 -0.0516 1.4771 0.036
H 10.7600 -1.2724 -4.2844 0.113
O 10.3400 -0.7528 -0.5541 0.103
C -1.0425 -0.4769 4.2980 -0.263
H -10.2400 -4.8774 -3.6912 0.082
N -1.9671 4.9725 6.9974 0.063
H 4.2261 -3.3315 2.2952 0.120
P -0.1090 0.7362 5.3143 0.916
C -6.2623 2.7550 2.6593 -0.053
C 9.2360 0.2508 -4.6011 -0.064
C 9.2022 -2.0225 -2.1946 0.008
F 1.5350 3.3677 9.4247 0.208
O -0.7103 0.5456 -5.2367 0.091
O -5.8627 0.0996 -0.7201 0.095
C -5.1860 2.3526 -0.4296 0.022
H 2.6918 -0.5648 -2.2656 0.116
O 10.6135 -0.0394 -2.6120 0.001
H 8.0309 -1.9928 0.3839 0.089
H 1.9981 -0.4227 5.4064 0.040
H -5.0863 1.0783 3.2663 0.125
H 1.4083 -2.1881 0.4675 0.089
C -2.9953 1.1252 -5.4816 0.017
H 1.6348 0.0774 3.7957 -0.012
C -9.3321 -4.7823 -4.2870 -0.065
H 9.3907 -2.3488 -3.2147 0.078
H 5.3904 -1.5589 3.5865 0.083
O -3.4188 4.3527 4.3507 -0.225
C -5.5922 0.9773 0.0527 -0.527
H -2.0976 -0.3122 4.3952 0.031
H -4.5990 2.2344 -1.3372 0.076
C 7.7095 -3.0249 0.5140 0.009
H -3.0808 -0.9481 -2.1506 0.121
H -6.4655 3.3640 1.7783 0.071
O -2.0632 -0.4383 -3.8183 -0.002
H 5.9209 -3.7330 2.4352 0.112
C -6.9113 -2.9315 -5.3610 -0.529
O -0.9607 4.6932 4.6709 -0.225
O -7.1147 -3.7708 -4.3291 0.001
C -1.8324 0.4131 -4.8305 -0.529
H 2.2736 1.2721 4.9549 0.006
O 5.2435 -3.0768 0.5746 -0.001
C -8.0909 -2.2208 -5.9852 0.017
H -0.7653 -1.4499 4.6647 0.039
H 11.3679 0.3587 -4.4359 0.121
H 8.4222 -3.6833 0.0319 0.081
C 1.6445 0.4119 4.8235 -0.326
H -3.7348 0.4613 -2.9480 0.098
C -4.2911 -1.4422 -3.8472 -0.065
C 2.1438 -0.2070 0.3050 -0.533
H -3.8569 -2.4303 -3.9839 0.091
H -5.9018 3.4080 3.4539 0.074
H -3.8437 1.2867 -4.8209 0.069
C 10.5513 -0.2333 -4.0265 -0.237
C -8.3464 -3.8547 -3.6070 -0.233
I 0.7085 2.8815 2.9168 1.098
H -9.6075 -4.4213 -5.2780 0.067
C 1.1754 0.9858 -2.4972 -0.056
H -8.8914 -5.7706 -4.4160 0.084
H -7.2087 2.3099 2.9678 0.085
H 4.7345 -0.9239 2.0652 0.065
H -7.7544 -1.2483 -6.3358 0.090
O 6.2751 -3.4110 -1.3317 0.099
H 0.9512 4.9695 5.7695 0.145
C 5.4692 -1.6022 2.4997 -0.055
H 3.3162 1.0547 -2.4456 0.123
H -4.5395 -1.0663 -4.8351 0.058
S -2.1638 4.0924 3.7732 0.523
H 1.4247 -1.6398 -1.1911 0.075
H 1.0993 0.8903 -3.5792 0.070
O -5.7188 0.7545 1.3717 0.005
H 1.5535 3.3697 5.7644 0.095
C -3.3191 -0.5315 -3.1280 -0.224
O -1.6723 3.6302 6.5333 -0.032
H -5.2124 -1.5404 -3.2722 0.082
H 0.3441 0.4408 -2.0497 0.066
C 6.3665 -3.2115 -0.1516 -0.523
C 2.5101 0.4762 -1.9987 -0.218
H -2.6539 2.1044 -5.8083 0.089
H -3.3168 0.5521 -6.3499 0.098
F -0.2566 2.5886 8.6754 0.211
C -0.6182 3.6076 5.6254 -0.516
H 8.1678 -1.6979 -2.1020 0.092
H 8.3912 -0.3089 -4.1997 0.069
O 0.8370 4.1469 7.5814 0.088
C 1.2411 -1.3223 -0.1688 0.023
H 6.4555 -1.2363 2.2123 0.072
H 9.2322 0.1476 -5.6865 0.081
F 1.5699 2.0712 7.7641 0.176
O -1.9242 2.4924 4.0649 -0.269
H -0.7475 -0.4261 3.2569 0.035
C 0.7756 3.9896 6.1723 -0.072
C 0.9050 3.0465 8.3293 -0.835
```


[2]
This record from the OMol25 dataset describes a structure of composition C30H56Ge2N6O5Ti. The level of theory is ωB97M-V with the def2-TZVPD basis set.

As for the frontier orbital gap (alpha / beta): 4.6 / 4.0 eV. Its maximum force is 3.34 eV/A. For the LUMO energy (alpha / beta), the calculation gives -12.1 / -12.5 eV. Its charge is +4. As for the calculated total energy: -6883.4837 Eh. Its spin multiplicity is 1. The value obtained for the energy above the lowest of the compared OMol25 structures with the same formula, charge and spin is 51.19 kcal per mole.

Structure (XYZ):
```
100
Properties=species:S:1:pos:R:3:lowdin_charge:R:1
C -4.8859 -1.4467 -0.8268 -0.257
C 1.1573 -0.3645 1.8348 -0.529
H -7.4146 -1.4072 1.4452 0.121
H -3.1615 2.8271 0.5087 0.052
H -3.3226 0.5925 4.2950 0.095
H -0.2936 -4.7876 -1.0674 0.092
O 0.2940 -0.4720 0.8518 -0.195
C -0.9513 -1.6451 -4.7182 -0.152
H -1.8318 -1.0180 -4.8440 0.075
O -0.3808 2.8754 -1.0711 -0.217
C -0.3133 -2.6489 -0.8374 -0.326
H -7.3611 -3.0558 -2.4966 0.124
H 4.1909 1.3748 -3.4515 0.123
C 4.6637 -1.7960 1.7259 -0.168
H 1.2608 3.0302 -4.9430 0.119
H 0.8469 4.0738 -2.2742 0.158
H -5.0563 -0.6801 1.1591 0.076
C 3.6306 -0.8333 2.3324 -0.124
H 3.0983 0.3861 -4.4332 0.122
C -5.5516 -2.1446 -1.8520 -0.001
H -0.9259 -2.6682 0.0698 0.072
H -8.5545 -2.6128 -0.3771 0.126
H -5.4367 1.7670 0.5749 0.076
H 0.0455 -3.9229 -2.5599 0.073
N 2.1904 1.9586 -3.3904 -0.087
O 0.8426 -0.2017 2.9798 0.178
C -3.5270 -0.9831 -0.9906 -0.317
H 0.2153 4.7316 -0.2888 0.164
H 3.0919 0.2192 -2.6587 0.095
O -0.5080 2.1061 1.2319 -0.121
Ge -0.8318 -0.9788 -1.8797 1.013
H -5.0545 -2.3580 -2.7841 0.111
N -0.7801 4.0977 2.2759 -0.078
H 8.9803 -3.9224 3.8168 0.147
C -6.8879 -1.6081 0.5267 -0.033
C 5.3543 -2.6243 2.8216 -0.156
H 4.1472 -0.0087 2.8303 0.134
C 2.6046 -0.2937 1.3138 -0.266
H -0.4040 3.1280 -3.1366 0.175
C -3.5281 0.7719 3.2409 -0.137
C 3.1986 0.9197 -3.4858 0.023
H -0.4797 -1.7548 -5.6932 0.093
H 3.4932 1.3561 0.4442 0.111
C 0.3117 3.1157 -2.2961 -0.019
H -2.9961 2.3114 -1.1933 0.064
H -2.7852 -1.1370 2.5704 0.084
H 2.6678 -0.8515 0.3667 0.146
C -5.5816 -1.1998 0.3637 -0.051
C -0.5947 3.9932 -0.2027 -0.029
H 8.7954 -5.5234 2.1954 0.145
C -0.6295 3.3772 1.1979 -0.309
H -0.4283 2.4429 3.5130 0.098
C 7.3646 -4.1257 2.6088 -0.410
O 1.1947 1.0369 -1.5562 -0.146
H -1.6102 -3.9927 -1.9237 0.079
C 1.3005 1.9599 -2.4306 -0.332
H 4.5912 -3.0692 3.4695 0.140
H 0.9450 -1.5911 -3.6692 0.069
H -1.6897 5.7943 3.0355 0.126
C -3.4371 2.0605 -0.2207 -0.316
H 2.9854 2.7195 -5.1575 0.121
H -1.8038 3.4718 3.9868 0.119
C -2.5751 -0.0758 2.4127 -0.306
H -5.3293 2.9791 -0.6908 0.094
H 3.0758 -1.3661 3.1087 0.124
H 2.7144 1.6821 1.8364 0.114
C -7.5345 -2.2862 -0.5013 -0.015
Ti -0.0259 0.9001 -0.1118 0.942
H 7.3527 -5.7018 1.2939 0.138
H 2.4540 3.9633 -4.0241 0.119
H 0.0087 6.0101 2.6268 0.129
C -6.8621 -2.5415 -1.6896 -0.031
H 5.9826 -1.9746 3.4295 0.126
H -1.2642 -2.6311 -4.3805 0.071
H 4.1677 -2.4786 1.0295 0.115
C -0.5591 -3.9091 -1.6546 -0.130
H 5.6575 -4.2721 1.5817 0.161
H -1.5527 4.4788 -0.4490 0.164
H -1.5394 0.1103 2.7106 0.025
C -4.9547 2.0093 -0.3684 -0.125
C -0.9232 5.5381 2.3022 0.032
H -3.1736 -1.5478 -3.0064 0.061
Ge -2.6563 0.2582 0.3827 1.112
N 8.0922 -3.5289 3.5450 0.233
C -0.7892 3.4691 3.5840 0.038
H 5.4202 -1.2403 1.1664 0.127
C 2.2199 2.9761 -4.4267 0.027
H -1.2115 5.9507 1.3396 0.105
H 0.7355 -2.5776 -0.5379 0.054
N 6.1557 -3.6856 2.2387 0.083
H 7.7755 -2.7345 4.0742 0.125
H -4.5693 0.5111 3.0622 0.072
N 2.6457 1.1447 0.9689 0.075
H 0.2826 -0.0034 -4.0834 0.042
N 7.8686 -5.1865 1.9859 0.220
C -2.7646 -1.1514 -2.0872 -0.216
H -0.1536 4.0395 4.2614 0.124
H -3.4010 1.8364 3.0468 0.056
C 0.0246 -1.0062 -3.7382 -0.326
H -5.2540 1.2730 -1.1104 0.076
```


[3]
This record from the OMol25 dataset describes a cluster of 3 separate species, C30H57ClFN2O2 in total. The level of theory is ωB97M-V with the def2-TZVPD basis set.

As for the frontier orbital gap: 6.9 eV. Its maximum force is 4.75 eV/A. For the LUMO energy, the calculation gives -4.9 eV. Its charge is +1. As for the calculated total energy: -1996.8560 Eh. Its spin multiplicity is 1. The value obtained for the energy above the lowest of the compared OMol25 structures with the same formula, charge and spin is 103.35 kcal per mole.

Structure (XYZ):
```
93
Properties=species:S:1:pos:R:3:lowdin_charge:R:1
C -1.0697 1.7496 -1.1936 0.018
H -1.0264 1.6255 1.6730 0.059
C 1.0381 2.8105 0.0823 -0.163
H 2.9297 0.3563 -5.7051 0.091
C -5.0548 -3.1690 1.8726 -0.236
C -5.3043 -2.8681 -0.7863 -0.215
H 1.4138 0.9746 7.0102 0.102
H 2.0929 3.1932 -0.1711 0.132
C 1.3191 1.9657 6.5537 -0.232
N -3.7722 1.0589 -0.8621 -0.444
H 3.2282 -2.6440 -8.1109 0.101
C -0.4687 -0.6223 -2.4133 -0.073
H 2.2954 -0.2750 1.3806 0.094
O -1.0658 0.6870 -4.4004 0.029
H -0.2119 2.5527 7.9377 0.110
H 5.3805 0.2956 -10.3740 0.073
H -3.1460 -3.2341 -1.0887 0.128
C -0.2255 -0.0921 -3.9124 -0.156
C -2.9568 0.1438 -1.5038 -0.106
H 0.9911 1.5598 10.0038 0.076
H 1.5806 -1.0867 -7.1854 0.101
C -1.4746 0.3764 -1.7255 -0.009
H -2.8452 -2.7878 3.8993 0.066
H 2.3434 4.5106 5.8119 0.070
C 4.4679 -1.2408 -9.1620 -0.270
C -3.5791 -1.2260 -2.0426 -0.142
H -4.5367 -1.0613 -2.6548 0.124
H 4.2632 -2.3808 -6.0587 0.071
H -6.1005 -2.0654 -0.8789 0.076
C 2.6206 3.6673 5.1755 -0.111
N -3.5182 2.2544 -0.3689 0.148
H 2.3975 -1.7782 -9.3806 0.112
H 1.8992 3.6019 4.3549 0.055
C -5.5787 -3.7962 0.5053 -0.159
C 1.9228 1.9908 9.6285 -0.112
C -3.6105 -3.3048 4.5854 -0.093
H -0.8154 -1.7025 -2.4577 0.128
C 4.4027 0.0641 -9.9445 -0.111
C 1.7227 0.2454 0.5303 -0.092
H -2.8584 -1.7359 -2.7755 0.113
C 3.7212 -1.6211 -5.4925 -0.115
H 4.8083 -2.0335 -9.8356 0.108
H 5.2267 -1.1610 -8.3774 0.099
H 3.6841 -0.0101 -10.7652 0.078
H 4.3717 0.0693 -6.6587 0.103
H -5.4441 -3.5664 -1.6898 0.123
C -4.3194 -4.4561 3.7368 -0.255
H 1.1560 3.9766 9.4156 0.107
H 0.6877 -0.3638 -4.5354 0.131
H 0.5121 3.8965 7.0873 0.101
H 0.5118 3.6736 0.5952 0.116
H 2.4550 1.2241 9.0612 0.065
H 3.6012 3.8858 4.7447 0.072
H 1.0626 1.5422 -1.7745 0.108
H 0.8412 -0.4151 0.2538 0.065
H -4.3262 -2.4947 4.9288 0.086
H 2.5422 2.2540 10.4895 0.072
C 1.2325 1.6514 1.1656 -0.376
C 1.6469 3.2288 8.7838 -0.270
C 3.4311 -0.3864 -6.3375 -0.278
Cl -5.4374 0.5919 -0.6497 0.855
H -5.2180 -4.8731 0.3388 0.128
H 2.2896 0.2662 -8.0352 0.103
C 0.7461 2.9467 7.5804 -0.229
F -1.8270 3.8374 -0.1280 0.057
H 4.1139 0.9042 -9.3081 0.065
C 0.3938 2.3462 -1.2987 -0.112
H -3.9107 -3.1517 1.8624 0.102
H -3.0205 -3.7370 5.4601 0.083
C -0.0176 1.4755 2.1682 -0.067
H -3.4163 -1.9029 0.1289 0.101
H 0.5921 1.8507 5.7407 0.096
H 2.9999 1.5641 5.2830 0.100
H 3.4306 2.4316 6.7409 0.102
H -6.7200 -3.8850 0.6100 0.126
C -3.7997 -2.3175 -0.8556 -0.194
H 0.3567 3.1887 -2.0807 0.153
H 0.1363 2.2531 2.9973 0.078
C -2.1926 2.5477 -0.5785 -0.138
H -3.5945 -4.9906 3.0251 0.126
H 0.0650 0.4504 2.6493 0.085
H -4.7014 -5.2534 4.4539 0.124
H 0.5334 -0.6088 -1.8807 0.103
C 2.5350 -0.6802 -7.5420 -0.233
H 2.5933 3.6730 8.4612 0.099
H 4.3367 -1.3494 -4.6306 0.070
C 2.6702 2.3616 5.9577 -0.270
H -5.4482 -2.1151 2.0477 0.136
H 2.7935 -2.0642 -5.1179 0.062
H 2.1069 1.9851 1.8339 0.131
C 3.1214 -1.6540 -8.5677 -0.227
O -5.4858 -3.9851 2.9946 -0.193
H 2.4827 0.3866 -0.3049 0.086
```


[4]
This record from the OMol25 dataset describes a structure of composition C30H57FN4O5SSi2. The level of theory is ωB97M-V with the def2-TZVPD basis set.

As for the frontier orbital gap: 3.7 eV. Its maximum force is 1.24 eV/A. For the LUMO energy, the calculation gives -1.7 eV. As for the calculated total energy: -2849.4350 Eh. Its spin multiplicity is 1. The value obtained for the energy above the lowest of the compared OMol25 structures with the same formula, charge and spin is 0.00 kcal per mole.

Structure (XYZ):
```
100
Properties=species:S:1:pos:R:3:lowdin_charge:R:1
S -2.7287 3.0655 0.1019 0.728
C 2.5722 -0.0970 -3.7699 -0.192
H 7.0340 -1.6073 -3.5152 0.010
H -3.8017 3.8038 0.4779 0.098
H -3.2598 -3.2123 1.2632 0.123
H -3.2913 -1.5849 1.9064 0.089
C -4.8278 0.0468 3.6357 -0.110
H 5.6823 -4.1728 -1.7329 0.006
H -1.3160 -3.0631 2.9430 0.120
N 3.3589 -2.9580 -3.4603 -0.236
C -1.3672 3.8555 1.0230 -0.143
H -3.3591 -0.5962 -0.3257 0.090
H 5.7119 -0.6477 -4.1768 0.003
O -2.4746 3.3407 -1.2792 -0.290
H 5.5602 0.8897 1.7681 0.045
C -1.5396 3.3345 4.1270 -0.206
H -1.1409 -1.3057 3.0286 0.099
H 0.2370 -3.3041 -3.4194 0.014
C 4.6268 0.9072 1.2608 0.158
O 0.1439 5.1956 -3.2648 0.250
H -4.3672 0.4477 1.2191 0.068
H 2.0495 -0.0659 -0.3758 0.132
F -0.6666 6.0397 -1.3757 0.107
H 2.7278 -1.7103 -6.5426 0.008
H 2.4472 -1.6213 1.5768 0.122
H 2.4904 1.4874 -1.0131 0.124
C -0.1427 2.0097 2.3658 -0.040
H -0.2446 -1.6089 -3.6107 0.010
H -5.4038 -2.1461 -1.2207 0.106
O 0.4461 2.3734 -2.0282 0.213
C -5.4124 0.1605 1.3678 -0.255
H -5.3489 -2.7294 0.4232 0.108
C -5.9569 -0.6710 0.2274 -0.165
H 5.1193 -2.6429 -6.3199 0.006
O -2.8330 1.7178 0.5677 -0.313
H 0.0372 0.4640 4.9659 0.074
H -1.0055 4.1964 3.7258 0.106
C -5.1135 -1.8730 -0.2071 -0.183
H -3.4690 4.3689 4.0548 0.088
C 3.6120 0.9339 0.6274 -0.084
H 3.3815 0.3018 -4.3843 0.014
H 0.9583 -0.2246 3.5789 0.076
O -5.5847 -0.5268 2.5979 -0.175
H 0.6387 -2.1232 -2.1597 -0.011
C 0.1320 5.2192 -2.0960 -0.493
H 1.0767 1.8606 4.6369 0.096
H -1.4796 3.4414 5.2054 0.105
H -1.0117 -2.8935 0.4238 0.130
H -1.6988 4.3718 1.9069 0.094
H 2.5018 0.2312 2.9245 0.117
Si 2.2111 -1.9354 -4.0955 0.191
C 0.6072 3.0964 -1.1013 -0.378
H 6.8716 -4.4797 -3.0102 0.009
C 5.9514 -1.4404 -3.4630 -0.207
H -5.2823 -0.2178 4.5866 0.093
H -3.7988 -0.3309 3.6292 0.072
C 5.8002 -4.3919 -2.7970 -0.216
H -3.2843 3.1315 2.7966 0.033
C 1.4729 -0.0029 2.6554 -0.098
C 2.3373 0.9415 -0.0854 -0.086
H -1.1327 -1.1515 0.5851 0.102
H 2.8425 0.0014 -2.7133 -0.012
H 4.7493 -4.3368 -5.9544 0.017
Si 4.9842 -3.0374 -3.8396 0.199
N 0.9405 4.4593 -1.2118 0.204
C 1.8997 -2.1158 -5.9566 -0.200
N 1.2494 1.5340 0.7092 0.103
H -6.9208 -1.0501 0.5739 0.116
C 0.8535 1.1655 1.9781 -0.098
C 0.4919 2.5242 0.2833 -0.098
H -4.8065 1.1371 3.5340 0.064
H 5.7137 -1.0841 -2.4572 0.003
H 0.9281 -3.3658 2.0899 0.122
H 1.0211 4.9104 -0.3074 0.147
C -0.8889 2.0029 3.6912 -0.244
N -0.3646 2.8452 1.2553 0.042
H 0.9771 -2.4441 3.5700 0.114
H 1.6848 0.5210 -3.9606 0.010
H -5.9947 1.0904 1.4235 0.124
C -1.4153 -2.0978 1.0540 -0.204
H 5.3322 -5.3567 -3.0029 0.012
H -0.9975 4.6068 0.3321 0.089
C 0.6620 -2.4018 2.5233 -0.197
H 6.4039 -3.7289 -5.7948 0.011
H -3.1685 -2.1810 -1.0589 0.117
C -2.9374 -2.1901 1.0653 -0.205
C 0.5467 -2.2727 -3.2408 -0.210
H 0.9032 -1.0953 0.8798 0.084
C 5.3469 -3.4757 -5.6496 -0.204
H -6.1759 -0.0028 -0.6054 0.113
H -1.6875 1.2591 3.6390 0.133
C -3.0407 3.3960 3.8189 -0.088
H -0.2531 1.9837 5.7718 0.079
H 1.7789 -3.1695 -6.2135 0.018
H -3.5539 2.6606 4.4376 0.074
C -3.5901 -1.6552 -0.2012 -0.197
C 1.4336 -1.3055 1.8053 -0.166
H 0.9916 -1.5849 -6.2678 0.011
C -0.8482 -2.1999 2.4667 -0.203
C 0.0552 1.5397 4.8316 -0.036
```


Look up the calculated total energy of the first one. -3997.7174 Eh


What is the calculated total energy in the third record? -1996.8560 Eh